(1)
Computed, not measured: a structure of composition C14H26AsCuF9N2O5, with ωB97M-V/def2-TZVPD.

The geometry in XYZ format:
```
58
Properties=species:S:1:pos:R:3:forces:R:3
As -5.7569 -1.7525 2.6799 0.063 -3.036 -0.054
Cu -0.2612 0.9416 1.1936 0.782 -0.098 0.296
F -6.4977 -0.8715 1.3977 -0.128 -0.085 0.026
F -5.6734 -3.2616 1.6151 0.419 1.933 0.629
F 1.1667 0.4006 -7.3390 -0.796 0.028 1.621
F -4.1519 -1.1515 2.0799 -1.166 -0.456 0.633
F 0.2105 1.9640 -6.1256 0.237 -0.605 0.042
F -4.8926 -2.7585 3.8964 -0.571 1.415 -0.685
F -5.9825 -0.3653 3.7402 0.441 -1.026 -0.432
F 2.2356 1.2759 -5.6842 -0.992 -0.377 0.202
F -7.3032 -2.5124 3.2154 1.193 1.334 -0.193
O 0.2142 0.1122 -3.7365 -0.241 0.605 -1.660
O 1.7254 3.0032 1.8252 0.343 2.009 -0.114
O 1.7148 -1.3593 1.3229 -0.960 0.465 -1.532
O 1.2226 -1.3565 -5.1463 -0.370 0.448 0.018
O 3.1698 0.8676 1.3068 0.647 0.433 -0.600
N -0.1802 -0.3762 6.0147 0.203 -0.162 0.481
N -4.0187 3.5673 -0.2801 -0.598 0.067 -1.265
C 0.8588 -2.4582 -5.9913 0.204 0.423 -1.019
C 1.7927 -3.5688 -5.6520 -0.082 -0.678 1.321
C 1.3860 4.0789 2.7115 -1.036 0.184 1.143
C -5.5541 3.8873 -2.4060 0.826 -0.956 -0.060
C 0.3635 -0.2115 -5.0434 2.048 -1.740 -0.815
C -4.6830 3.6936 -1.2211 -0.119 0.434 0.935
C 0.9950 0.8719 -6.0587 0.769 0.633 -0.017
C -0.3695 -2.1715 7.8758 0.257 0.783 -0.494
C 3.5266 2.0351 0.6032 1.041 1.611 -0.209
C 3.1522 -1.4804 1.2024 -0.452 -0.853 2.914
C 3.8808 -0.2278 0.7267 -2.280 -0.670 -0.423
C 0.9336 -2.5317 1.6439 0.995 -0.409 0.051
C -0.2302 -1.1559 6.8614 -0.359 0.306 -2.247
C 3.0182 3.3447 1.2873 -0.385 -2.600 -0.683
H 1.5980 -3.8307 -4.6120 -0.093 -0.203 0.155
H 0.0734 -2.5873 0.9768 -0.024 0.160 0.235
H 0.6714 -2.6046 2.6994 -0.400 0.838 0.089
H -1.3443 -2.6501 7.7818 0.028 0.208 0.387
H 1.5873 -4.4722 -6.2262 0.252 0.174 -0.238
H 1.4790 -3.4715 1.5567 0.442 0.042 -0.699
H 1.7849 5.0904 2.6349 1.760 -0.383 -0.779
H -0.5510 -0.5372 -5.5391 -0.964 0.525 0.379
H -6.0374 2.9332 -2.6165 -0.205 0.029 0.159
H -4.8712 4.0262 -3.2441 -0.166 0.376 -0.121
H -0.1826 -2.7765 -5.9436 -0.265 0.123 0.852
H 0.9512 -2.2235 -7.0517 0.367 0.560 -0.139
H 2.8768 4.1877 0.6109 0.393 -0.111 -0.214
H -0.2385 -1.4601 8.6911 -0.145 -1.210 1.227
H 4.9501 -0.2426 0.9376 -0.026 -0.017 0.328
H 3.3643 2.0118 -0.4744 -1.190 -0.372 -0.170
H 4.6106 2.1384 0.5543 0.512 -0.054 0.514
H 1.6161 3.6961 3.7057 -0.451 0.399 0.211
H -6.3103 4.6710 -2.3625 0.371 0.012 0.377
H 2.8451 -3.2860 -5.6280 -0.077 0.086 -0.654
H 3.3295 -1.6333 2.2670 1.219 0.063 0.206
H 3.4698 -2.4209 0.7522 -0.147 0.199 -0.701
H 3.7407 -0.1986 -0.3539 0.195 0.270 -0.319
H 0.3862 4.4984 2.5997 -0.887 -1.433 0.103
H 0.4218 -2.9054 7.7229 0.024 0.102 0.546
H 3.7673 3.5744 2.0451 -0.460 0.253 0.459
```
Forces are in eV/Å.

Properties
relative energy (zero: lowest compared OMol25 entry of this formula, charge and spin) = 442.6 kJ/mol
<S²> = 0.75
total charge = 0
frontier orbital gap (spin up / spin down) = 7.22 / 6.78 eV
HOMO level (spin up / spin down) = -10.23 / -10.23 eV
2S+1 = 2

(2)
Computed, not measured: the molecule C14H26BN3O6, with ωB97M-V/def2-TZVPD.

The geometry in XYZ format:
```
50
Properties=species:S:1:pos:R:3:forces:R:3
O -3.5395 2.9717 -0.0985 -1.212 1.445 1.195
O 2.1047 -2.6182 -3.7188 1.504 -0.941 0.031
O 3.9924 -4.0959 -3.0317 -0.759 0.510 -0.534
O -1.5797 4.6502 -1.5584 -1.146 -0.199 1.644
O 1.3635 -2.2710 3.3789 0.396 0.068 0.600
O 2.8234 -0.6526 3.9221 -0.385 -0.297 -0.159
N 1.4134 1.1854 2.6487 -0.956 0.419 -0.845
N -3.7369 2.8517 -2.8296 -0.858 0.189 -0.701
N -2.1068 1.2616 -0.0504 0.329 -0.398 0.763
C 1.7696 -1.8608 -0.9259 0.285 0.186 0.190
C 1.5671 -1.7162 0.5670 -0.875 0.705 -0.060
C -0.5907 -0.1986 3.0306 -0.758 0.834 -0.479
C -2.7839 2.2442 -0.6820 1.667 -1.438 -0.951
C -1.1518 0.2811 -0.5986 -0.438 -0.079 -0.536
C 2.3891 -3.1988 -1.2484 0.254 -0.338 -1.689
C 1.6911 -1.1092 3.3104 -0.248 -1.823 -0.533
C 0.8356 -0.1546 2.4751 0.951 1.117 0.809
C -0.7690 -0.6617 0.5760 -0.162 1.064 0.469
C -2.1350 1.2555 1.4248 -0.647 -0.466 -0.366
C 0.7250 -0.5065 0.9543 0.046 -0.747 0.264
C -2.5427 2.4529 -2.1626 1.259 -0.386 -1.048
C -1.4687 3.5361 -2.4401 0.365 0.702 0.652
C -1.5580 -0.1294 1.8043 0.258 0.033 0.578
B 2.8535 -3.3043 -2.7847 0.285 -0.605 2.079
H 2.3735 1.1887 2.3727 0.628 -0.056 -0.572
H 1.0883 -2.5840 1.0005 -0.022 -0.443 -0.039
H -0.2643 0.8331 -0.9197 0.003 -0.275 -0.313
H -2.1701 1.5257 -2.6436 -0.237 0.347 0.287
H -0.7800 0.6546 3.6958 0.167 -0.105 -0.099
H 1.4746 1.3863 3.6224 -0.248 0.276 0.862
H 4.3745 -4.5461 -2.2536 -0.575 0.614 -0.595
H 2.5751 -2.7680 -4.5462 -0.320 0.250 -0.598
H -4.4390 2.1362 -2.7328 -0.266 -0.146 -0.025
H -1.5937 2.1314 1.8209 -0.084 -0.410 -0.014
H 1.6578 -3.9902 -1.1130 -0.302 -0.246 0.221
H -0.7445 -1.0894 3.6288 -0.103 -0.257 -0.210
H -2.0733 4.3844 -0.7174 0.868 0.510 -1.684
H -1.5930 -0.2646 -1.4738 0.382 0.476 0.762
H 3.2407 -1.4223 4.3755 -0.535 0.532 -0.440
H 0.8660 -1.7197 -1.5302 -0.178 -0.196 0.352
H 1.0842 0.3480 0.3983 0.384 0.403 0.130
H -0.4161 3.2269 -2.3735 -0.299 -0.686 0.039
H -2.4000 -0.7709 2.0287 -0.243 -0.204 -0.123
H 2.4146 -1.0563 -1.2823 0.210 0.142 0.076
H 2.5044 -1.5975 1.0855 0.742 -0.239 -0.123
H 3.2400 -3.4802 -0.6285 0.023 0.303 0.356
H -4.1278 3.6846 -2.4066 0.101 0.071 0.110
H -1.6002 3.9558 -3.4468 -0.228 -0.468 0.140
H -1.0477 -1.7000 0.3838 0.214 0.073 -0.122
H -3.2098 1.3211 1.6926 0.763 0.184 0.250
```
Forces are in eV/Å.

Properties
relative energy (zero: lowest compared OMol25 entry of this formula, charge and spin) = 0.0 kJ/mol
total charge = 0
frontier orbital gap = 9.46 eV
SMILES = N[C@@H](CO)C(=O)N1C[C@@H]2C[C@@](N)(C(=O)O)[C@@H](CCCB(O)O)[C@@H]2C1
HOMO level = -9.21 eV
2S+1 = 1

(3)
Computed, not measured: a structure of composition C14H26Cl4FLiMg2N2O9PS, with ωB97M-V/def2-TZVPD.

The geometry in XYZ format:
```
61
Properties=species:S:1:pos:R:3:forces:R:3
Cl -5.6877 2.7738 0.5159 0.009 0.010 0.010
Cl 2.9197 -6.2530 -1.9301 0.652 0.602 0.315
Cl 7.4902 -3.9672 -5.6819 -0.745 -1.158 -2.226
Cl -6.3973 1.5210 3.6232 -0.089 -0.109 -0.085
S 0.7874 -2.1849 0.7197 -0.817 -1.799 0.410
P 3.4663 -0.9027 -1.1822 1.542 -0.080 1.639
Mg 1.3626 -0.3733 -4.3489 -0.599 -0.050 -1.232
Mg 5.2271 -5.0589 -6.8406 1.788 1.901 0.623
F 1.7599 -5.5980 -5.1729 1.771 0.616 -0.106
O 0.3922 2.7915 1.7488 1.069 -0.806 1.782
O 3.5927 0.2546 -2.2848 -0.759 -0.399 -0.282
O -0.1568 -2.2307 1.7893 0.075 0.822 0.349
O 1.3618 -3.4508 0.3829 0.396 0.143 -0.500
O -0.9262 3.9897 5.5116 0.265 -0.177 -0.243
O 5.1335 -3.6099 -4.5471 -1.002 -0.346 0.272
O -2.5774 2.7033 5.9839 -0.010 -0.103 0.015
O 1.9517 -1.1895 1.1072 -0.018 0.169 -0.189
O 2.7411 -2.1824 -1.8314 -0.168 0.156 -0.653
N -2.0936 3.6375 5.3880 -0.056 0.044 0.050
N 4.8197 -1.2998 -0.5780 -0.062 -0.003 -0.211
C -0.0872 -1.5303 -0.7007 0.263 1.000 -0.578
C 5.2067 -4.9901 -4.2385 -0.770 1.589 2.984
C -2.9459 4.3897 4.4617 -0.032 0.044 0.007
C -4.5370 5.7623 2.7079 0.025 -0.013 0.035
C -6.7698 0.7774 2.0441 -0.115 -0.110 0.036
C 1.1983 0.6527 -0.2821 0.137 -0.705 -0.261
C -2.3942 5.4315 3.7398 0.142 0.123 -0.078
C -3.2032 6.1202 2.8534 -0.107 -0.031 -0.011
C 2.3711 -0.2099 0.1399 -0.259 0.513 -0.650
C -5.0711 4.7164 3.4493 0.055 0.151 -0.032
C 3.8344 -5.4675 -3.8505 1.511 -1.307 0.741
C -5.7182 1.0610 1.0062 0.070 -0.061 -0.052
C 0.2564 -0.1026 -1.1954 -0.205 0.045 0.670
C -4.2722 4.0181 4.3365 -0.108 0.041 0.012
Li 0.9755 2.2550 3.8872 -0.092 0.484 -1.200
H -6.8327 -0.2958 2.2124 0.040 -0.019 0.007
H -4.7268 0.7984 1.3653 0.024 0.061 0.043
H 4.8458 -3.1687 -3.7306 0.004 0.374 -0.217
H 5.6027 -5.4359 -5.1240 0.517 -1.470 0.017
H -5.1644 6.2999 2.0099 -0.016 0.014 -0.007
H 0.6678 -0.1393 -2.2079 -0.046 -0.116 0.202
H -6.1083 4.4413 3.3332 -0.021 -0.040 -0.010
H -0.6636 0.4651 -1.2576 -0.228 0.102 -0.219
H 2.1421 -1.9429 -2.5587 -0.238 -0.208 0.038
H 1.5919 1.5251 -0.7874 -0.049 0.349 0.013
H -4.6747 3.2051 4.9169 0.096 -0.040 0.072
H 3.0544 0.4559 0.6495 0.304 -0.145 0.410
H 2.9274 -5.2733 -4.6269 -2.685 -0.630 -0.057
H 5.5849 -0.7923 -0.9995 0.321 -0.146 0.131
H -1.1232 -1.5365 -0.4005 -0.198 -0.258 0.274
H 0.0386 -2.2235 -1.5208 0.078 -0.468 0.071
H 3.8316 -6.5642 -3.7005 -0.459 -0.041 -1.296
H -2.7917 6.9341 2.2743 0.024 0.012 -0.010
H -5.9315 0.4791 0.1114 -0.044 0.001 -0.009
H 2.9560 0.0516 -3.0107 0.581 0.603 0.148
H -7.7458 1.1362 1.7302 -0.002 0.077 0.013
H -0.2246 2.7281 2.4850 -1.162 0.328 -0.385
H 0.6890 0.9798 0.6238 -0.001 0.421 0.085
H -1.3568 5.7007 3.8603 0.040 -0.075 0.039
H 5.9655 -5.1914 -3.4774 0.224 -0.171 -0.193
H 3.4363 -4.8913 -2.9010 -0.862 0.290 -0.520
```
Forces are in eV/Å.

Properties
relative energy (zero: lowest compared OMol25 entry of this formula, charge and spin) = 0.0 kJ/mol
total charge = +1
frontier orbital gap = 2.14 eV
HOMO level = -9.75 eV
2S+1 = 1

(4)
Computed, not measured: a structure of composition C14H26IrP2S4Se2, with ωB97M-V/def2-TZVPD.

The geometry in XYZ format:
```
49
Properties=species:S:1:pos:R:3:forces:R:3
Ir 0.3368 0.2964 0.9237 -0.295 -0.634 -0.318
Se -0.8601 -2.1245 2.1567 0.148 0.872 -0.604
Se -1.2539 1.4878 2.5235 0.165 -0.212 0.109
S 2.5377 1.8918 3.1770 -0.267 -1.099 0.238
S 1.9032 0.1193 2.7882 -0.248 1.905 -0.884
S 1.5735 3.9736 0.7219 -0.292 0.122 -0.483
S 0.3441 2.9709 -0.3497 0.740 -1.678 1.468
P -0.8924 -0.1789 -1.0220 0.212 0.328 0.091
P 2.1386 -0.2364 -0.4973 -0.260 0.215 -0.322
C -2.5233 -1.1651 2.6145 0.222 -0.037 -0.018
C -0.2142 -2.4137 3.9599 0.138 0.210 0.113
C 0.2039 0.2019 -2.4236 0.017 -0.042 0.169
C -0.2769 0.4731 -3.6974 0.045 -0.037 0.072
C 0.6085 0.7384 -4.7304 -0.007 0.021 -0.012
C 2.7680 -1.9437 -0.6115 -0.181 0.196 0.172
C 1.5832 0.1694 -2.1901 -0.122 0.022 0.267
C -2.3089 0.0901 3.4325 0.076 0.041 -0.137
C 2.4633 0.4366 -3.2316 -0.020 -0.100 0.078
C 3.6685 0.7143 -0.2282 -0.242 -0.031 0.051
C -2.7235 2.5014 1.7738 -0.250 0.001 -0.104
C -1.3044 -1.9399 -1.2874 0.060 0.279 0.224
C 1.9739 0.7280 -4.4961 -0.027 0.002 0.011
C -2.4742 0.6655 -1.3423 0.284 -0.078 0.006
H 0.6438 -3.0789 3.9118 -0.015 -0.028 -0.076
H 0.0858 -1.4713 4.4133 -0.035 -0.085 0.092
H -3.1576 0.4614 -0.5209 -0.033 -0.003 0.058
H -3.1590 3.0783 2.5889 0.071 -0.063 -0.018
H -2.1197 -2.2495 -0.6346 -0.045 -0.041 0.002
H -0.4366 -2.5644 -1.0861 0.021 -0.026 -0.010
H -2.3276 1.7412 -1.4361 -0.005 -0.007 0.019
H -2.9230 0.2771 -2.2561 -0.006 0.030 -0.026
H -3.4760 1.8486 1.3393 0.046 -0.022 -0.029
H -1.0075 -2.8850 4.5354 -0.012 -0.010 -0.018
H 3.5308 0.4228 -3.0710 0.110 0.010 0.016
H -1.3372 0.4861 -3.8913 -0.159 0.026 -0.061
H 2.6597 0.9519 -5.2983 0.070 0.001 -0.066
H -2.3320 3.1827 1.0242 0.082 -0.027 -0.022
H -3.2674 0.5559 3.6694 0.066 0.000 0.046
H 4.0621 0.5032 0.7651 0.043 -0.032 -0.008
H -1.7980 -0.1316 4.3695 -0.032 0.121 -0.036
H -1.6042 -2.0701 -2.3275 -0.035 0.010 0.010
H 0.2286 0.9600 -5.7164 -0.010 0.022 -0.064
H 4.4208 0.4136 -0.9577 -0.038 -0.018 -0.012
H 1.9567 -2.6538 -0.7534 -0.033 -0.023 -0.025
H 3.3012 -2.1932 0.3053 0.033 -0.051 0.036
H -3.1427 -1.8703 3.1754 0.061 0.007 -0.095
H 3.4884 1.7841 -0.3190 -0.068 0.030 0.011
H -3.0146 -0.9474 1.6635 0.045 -0.094 0.051
H 3.4553 -2.0088 -1.4568 -0.017 0.006 0.041
```
Forces are in eV/Å.

Properties
<S²> = 0.78
total charge = +2
frontier orbital gap (spin up / spin down) = 4.90 / 4.76 eV
HOMO level (spin up / spin down) = -13.75 / -13.62 eV
2S+1 = 2

Number 1: calculated total energy -158086.2043 eV. Number 2: calculated total energy -32374.8473 eV. Number 3: calculated total energy -120354.1593 eV. Number 4: calculated total energy -210376.7977 eV.